# C19H17ClN5O4RuS2

A molecular structure, C19H17ClN5O4RuS2 (ωB97M-V/def2-TZVPD, the OMol25 dataset).

CARTESIAN COORDINATES (ANGSTROEM)
Ru: -0.809 -0.222 -0.509
N: -2.089 0.405 3.599
C: -1.507 0.392 2.377
S: -1.878 -0.988 1.346
N: -0.743 1.379 2.039
N: -0.192 1.238 0.772
C: 0.684 2.126 0.469
C: 1.433 2.209 -0.766
C: 2.242 3.347 -0.927
C: 3.035 3.526 -2.036
C: 3.048 2.537 -3.021
C: 2.274 1.406 -2.888
C: 1.448 1.215 -1.770
O: 0.734 0.098 -1.716
H: -2.511 -0.441 3.937
H: -1.742 1.064 4.276
H: 0.882 2.880 1.226
H: 2.235 4.095 -0.143
H: 3.648 4.411 -2.135
H: 3.676 2.653 -3.895
H: 2.288 0.626 -3.639
Cl: -5.132 3.319 -0.172
C: -3.851 2.687 -1.135
C: -3.603 3.182 -2.404
C: -2.556 2.630 -3.122
C: -1.806 1.617 -2.561
N: -2.058 1.149 -1.330
C: -3.064 1.675 -0.619
H: -4.212 3.978 -2.809
H: -2.313 2.982 -4.114
H: -0.971 1.167 -3.081
H: -3.229 1.276 0.370
N: -1.228 -1.837 -1.843
C: -0.885 -2.991 -1.043
C: 0.450 -3.162 -0.688
C: 0.778 -4.130 0.247
C: -0.222 -4.904 0.822
C: -1.543 -4.749 0.434
C: -1.882 -3.783 -0.504
S: 0.204 -6.055 2.119
O: 1.384 -6.733 1.611
O: 0.464 -5.181 3.254
O: -0.981 -6.884 2.256
H: -2.171 -1.910 -2.210
H: -0.581 -1.716 -2.620
H: 1.214 -2.533 -1.132
H: 1.805 -4.290 0.545
H: -2.294 -5.384 0.884
H: -2.918 -3.632 -0.790

Summary:
Gap between HOMO and LUMO (spin up / spin down) (eV): 6.84 / 2.10
Spin multiplicity: 2
Energy above the lowest of the compared OMol25 structures with the same formula, charge and spin (eV): 0.612
E (Ha): -2660.38713